Record 1
ORCA calculation (wB97M-V/def2-TZVPD) on 2 unconnected molecules or ions with the total composition C5H11NO.

Geometry as ORCA input:
```
! wB97M-V def2-TZVPD RIJCOSX def2/J DEFGRID3
* xyz 0 1
C -1.57113 -0.47166 1.16485
C -1.79651 0.19676 0.05025
C -0.77244 0.90378 -0.77676
C -0.57934 2.18739 -0.53118
N -0.24556 0.30805 -1.93376
C -0.78212 0.44282 -3.28351
H -2.41642 -0.91094 1.69184
H -0.70897 -1.11664 1.30308
H -2.82626 0.33822 -0.24426
H -0.00114 2.81779 -1.19291
H -1.05126 2.61081 0.34492
H 0.19594 -0.58582 -1.79790
H -0.02657 0.75204 -4.01221
H -1.60895 1.12983 -3.27687
H -1.05248 -0.55512 -3.64928
O 4.38097 -2.70163 4.56653
H 4.40935 -3.19624 3.74565
H 4.61447 -1.78129 4.38117
*
```

LUMO energy, eV: 0.92
E, eV: -8898.4311
SMILES: C=CC(=C)NC.O
HOMO-LUMO gap, eV: 9.249
HOMO level, eV: -8.33

=====

Record 2
ORCA calculation (wB97M-V/def2-TZVPD) on a molecular structure, C3H5O3Pm.

Geometry as ORCA input:
```
! wB97M-V def2-TZVPD RIJCOSX def2/J DEFGRID3
* xyz 1 6
H 2.19784 -2.44687 0.36272
O -1.22236 -1.03971 0.04034
C -0.04541 -1.09181 0.63199
C -1.51153 0.25485 -0.54826
O 2.20185 -1.64450 -0.16177
O 0.40518 0.20397 0.73767
C -0.45548 1.15908 0.05326
Pm 3.07910 0.29046 0.64923
H -2.53320 0.52785 -0.26771
H -1.40284 0.15717 -1.63487
H -0.75321 1.85658 0.84161
H 0.04006 1.77291 -0.70420
*
```

LUMO energy (spin up / spin down), eV: -4.91 / -4.88
E, eV: -25879.0794
HOMO-LUMO gap (spin up / spin down), eV: 6.688 / 7.288
HOMO level (spin up / spin down), eV: -11.60 / -12.17
<S²>: 8.757

=====

Record 3
ORCA calculation (wB97M-V/def2-TZVPD) on a molecular structure, C10H18N3SeV.

Geometry as ORCA input:
```
! wB97M-V def2-TZVPD RIJCOSX def2/J DEFGRID3
* xyz 1 2
V 0.20339 0.33408 -0.78534
N 1.89813 0.04248 -2.04719
C 1.53500 -0.72389 -3.25869
C 0.45404 -1.72446 -2.87390
N -0.61840 -1.06974 -2.09113
C -1.72258 -0.46100 -2.86611
C -1.39163 0.97464 -3.25148
N -0.89976 1.67005 -2.04322
H 2.51364 -0.51635 -1.46175
H 2.43075 0.87156 -2.28980
H 1.17062 -0.02851 -4.01033
H 2.38638 -1.25006 -3.69342
H 0.06288 -2.22691 -3.76153
H 0.90539 -2.48053 -2.22895
H -1.03000 -1.78171 -1.49581
H -1.97014 -1.04879 -3.75296
H -2.59900 -0.44438 -2.21594
H -0.61143 1.00330 -4.00760
H -2.27295 1.45326 -3.68137
H -0.44409 2.54337 -2.28805
H -1.68624 1.92738 -1.45249
Se 0.15242 0.28188 1.41684
C 0.14523 0.25599 3.32384
C 1.35224 0.26511 4.00904
C 1.33909 0.25231 5.39534
C 0.13518 0.23087 6.08454
C -1.06406 0.22159 5.38669
C -1.06658 0.23379 4.00042
H 2.28638 0.28288 3.46399
H 2.27499 0.25966 5.93888
H 0.13143 0.22124 7.16621
H -2.00381 0.20479 5.92331
H -1.99653 0.22610 3.44794
*
```

LUMO energy (spin up / spin down), eV: -2.83 / -2.79
E, eV: -106159.8223
HOMO-LUMO gap (spin up / spin down), eV: 7.859 / 7.352
HOMO level (spin up / spin down), eV: -10.69 / -10.14
<S²>: 0.756

=====

Record 4
ORCA calculation (wB97M-V/def2-TZVPD) on a gas-phase ion, C4H6N3 (charge +1).

Geometry as ORCA input:
```
! wB97M-V def2-TZVPD RIJCOSX def2/J DEFGRID3
* xyz 1 1
C 1.48226 -0.22853 -0.82977
C -1.53193 -0.11306 -0.21379
C 2.43276 0.43116 0.01199
C -2.25914 -0.05737 1.00259
N 0.82100 -0.46954 -1.74938
N -0.36166 -0.73060 -2.15134
N -1.18424 -0.46779 -1.26442
H 1.75376 0.85111 0.75939
H 3.05805 1.26016 -0.59623
H 3.10796 -0.11997 0.67762
H -3.20098 -0.47974 0.94654
H -2.27985 0.78912 1.63156
H -1.83799 -0.66494 1.77524
*
```

LUMO energy, eV: -5.26
E, eV: -8702.4410
HOMO-LUMO gap, eV: 8.415
HOMO level, eV: -13.68

=====

Record 5
ORCA calculation (wB97M-V/def2-TZVPD) on a molecular structure, C48H46CdN7OS3Te.

Geometry as ORCA input:
```
! wB97M-V def2-TZVPD RIJCOSX def2/J DEFGRID3
* xyz 0 2
Cd 0.26086 -1.84496 -2.32768
S -0.52649 0.98172 -0.48906
C 0.99154 0.79054 0.34120
N 1.61568 1.91581 0.79433
C 2.90006 1.76175 1.44779
C 3.71553 0.78478 0.63432
N 3.00107 -0.47880 0.61311
C 3.78991 -1.68537 0.82435
C 4.32619 -1.75333 2.23211
C 5.67926 -1.60452 2.50014
C 6.14811 -1.62645 3.80835
C 5.25976 -1.79419 4.85759
C 3.90209 -1.94413 4.59657
C 3.43745 -1.92315 3.29288
C 1.65660 -0.47769 0.46487
S 0.75404 -1.92533 0.47838
C 1.10174 3.27119 0.64978
C 2.02863 4.11675 -0.18767
C 2.79083 5.12965 0.37775
C 3.67779 5.86419 -0.40064
C 3.81148 5.57949 -1.75005
C 3.04141 4.57473 -2.32511
C 2.15243 3.84974 -1.55027
H 2.76517 1.36803 2.46238
H 3.39155 2.73083 1.50629
H 4.69518 0.63104 1.08480
H 3.83839 1.16769 -0.38547
H 4.61543 -1.69242 0.10531
H 3.14814 -2.53828 0.61102
H 6.37648 -1.47961 1.67879
H 7.20598 -1.51188 4.00495
H 5.62118 -1.81125 5.87724
H 3.20631 -2.08298 5.41390
H 2.38058 -2.04370 3.08235
H 0.97567 3.71063 1.64472
H 0.11690 3.21204 0.19492
H 2.68494 5.35224 1.43386
H 4.25980 6.65855 0.04796
H 4.51136 6.14032 -2.35540
H 3.13044 4.35969 -3.38233
H 1.55309 3.06628 -2.00190
N 3.95155 -5.07202 -6.48329
C 3.12388 -4.86431 -5.70186
N 2.16172 -4.68848 -4.83094
C 2.05046 -3.84105 -3.91466
N 1.93032 -3.06171 -3.03686
C -3.18568 3.68263 5.08563
C -2.95316 2.70694 3.96501
C -2.44320 1.44004 4.20582
C -2.22944 0.52728 3.17443
C -1.66266 -0.82505 3.54545
C -2.55034 0.88839 1.85888
Te -2.24437 -0.74891 0.39844
N -1.73495 -1.46958 -1.52584
C -2.25259 -2.56341 -2.07024
O -1.64991 -3.12300 -3.02580
C -3.53009 -3.16703 -1.57555
C -4.66705 -3.17628 -2.37583
C -5.84262 -3.73348 -1.90323
C -5.88540 -4.31487 -0.64119
C -4.74540 -4.33731 0.14591
C -3.57029 -3.76013 -0.31902
C -4.19286 -0.35417 -0.37662
C -4.33019 0.08026 -1.68883
C -5.58605 0.31816 -2.22021
C -6.71097 0.09808 -1.43751
C -6.56762 -0.35053 -0.13607
C -5.31092 -0.58064 0.42379
C -5.21139 -1.06374 1.84358
C -3.03932 2.17048 1.59234
C -3.38630 2.68250 0.21859
C -3.23270 3.05349 2.65104
H -3.03577 3.21154 6.05626
H -4.20125 4.07961 5.05419
H -2.50356 4.53211 5.01533
H -2.20586 1.14724 5.22329
H -1.34423 -0.82221 4.58748
H -0.79900 -1.09769 2.93427
H -2.40208 -1.62221 3.43076
H -4.62462 -2.73492 -3.36288
H -6.73004 -3.72092 -2.52268
H -6.80294 -4.76152 -0.28061
H -4.76539 -4.80994 1.11971
H -2.67157 -3.80029 0.28708
H -3.44846 0.22400 -2.30093
H -5.68503 0.66190 -3.24144
H -7.69988 0.26294 -1.84485
H -7.44818 -0.53903 0.46693
H -6.17318 -1.44350 2.18622
H -4.90224 -0.25812 2.51343
H -4.48476 -1.87524 1.93967
H -3.06936 2.02184 -0.58104
H -2.91357 3.65243 0.05313
H -4.46617 2.81641 0.12012
H -3.61668 4.04633 2.43470
S 1.85988 0.30139 -3.05611
C 3.19075 -0.23396 -3.95469
N 3.91008 -1.29537 -3.50641
C 5.02981 -1.77739 -4.08719
C 5.51018 -1.19891 -5.22042
C 4.77687 -0.13263 -5.77346
C 3.64301 0.33212 -5.16767
H 3.52090 -1.76331 -2.69223
H 5.48382 -2.63128 -3.60704
H 6.41022 -1.57100 -5.68291
H 5.10656 0.31247 -6.70293
H 3.05677 1.13496 -5.58884
*
```

LUMO energy (spin up / spin down), eV: -0.33 / -0.93
E, eV: -107363.0645
HOMO-LUMO gap (spin up / spin down), eV: 6.277 / 6.785
HOMO level (spin up / spin down), eV: -6.60 / -7.71
<S²>: 0.757

=====

Record 6
ORCA calculation (wB97M-V/def2-TZVPD) on a gas-phase ion, C10H16N (charge +1).

Geometry as ORCA input:
```
! wB97M-V def2-TZVPD RIJCOSX def2/J DEFGRID3
* xyz 1 1
C 0.06713 -3.35875 0.36464
C 1.08580 -2.38026 -0.07633
C 0.71315 -0.90939 0.17320
C 1.13977 -0.41289 1.41421
C 0.77642 0.87943 1.76848
C 0.17303 1.66260 0.81456
N -0.09233 3.05470 1.26944
C -0.28180 1.24047 -0.42120
C -1.18941 2.21766 -1.15572
C -0.08357 -0.13692 -0.72583
C -0.62515 -0.73726 -1.97622
H 0.25980 -4.32073 -0.22994
H -1.04914 -3.22566 0.28668
H 0.25927 -3.64364 1.35283
H 2.07709 -2.45625 0.36585
H 1.19852 -2.53303 -1.23306
H 1.56006 -0.95972 2.15519
H 1.24695 1.21336 2.72531
H 0.42847 3.77135 0.71812
H 0.16710 3.08784 2.36161
H -1.05603 3.37228 0.99716
H -1.27917 2.04902 -2.19654
H -1.01213 3.20281 -1.03672
H -2.15515 2.16774 -0.74648
H 0.01961 -1.42457 -2.43549
H -0.95687 -0.03268 -2.71244
H -1.39144 -1.38750 -1.82133
*
```

LUMO energy, eV: -3.49
E, eV: -12111.8015
SMILES: CCc1ccc([NH3+])c(C)c1C
HOMO-LUMO gap, eV: 9.313
HOMO level, eV: -12.80

=====

> What is the E in the fourth record?

-8702.4410 eV